A single C11H14N2O2 molecule in a non-equilibrium geometry, computed with the ωB97M-V functional and the def2-TZVPD basis.

```
29
Properties=species:S:1:pos:R:3
C -0.48 -2.77 2.30
C 0.32 -2.99 1.25
C -1.12 -1.49 2.50
C -0.35 0.61 -1.53
C -1.97 -1.14 -0.55
C 0.50 -2.00 0.16
C 0.25 1.79 -2.25
C 0.91 2.83 -1.35
C 1.57 2.15 -0.16
C 0.48 1.45 0.64
C -0.78 -0.70 0.34
N -1.19 -0.53 1.67
N -0.22 0.51 -0.20
O -0.92 -0.28 -2.15
O -3.02 -0.57 -0.55
H -0.60 -3.52 3.07
H 0.90 -3.90 1.17
H -1.53 -1.28 3.49
H -1.84 -2.15 -0.97
H 1.47 -1.52 0.18
H 0.31 -2.42 -0.82
H 0.98 1.38 -2.96
H -0.54 2.24 -2.85
H 1.64 3.41 -1.93
H 0.16 3.53 -0.98
H 2.30 1.41 -0.51
H 2.09 2.87 0.47
H 0.89 0.91 1.49
H -0.23 2.19 1.03
```

Output
- energy relative to the best compared isomer or geometry (same formula, charge and spin) (kcal per mole) = 15.1
- charge = 0
- SMILES = O=C[C@]1(N2CCCCC2=O)CC=CC=N1
- E (eV) = -18707.834
- HOMO-LUMO gap (eV) = 8.93
- HOMO level (eV) = -8.70

Charges computed using Löwdin, reported in e: -0.0699, -0.0968, -0.1250, -0.4041, -0.2704, -0.0303, -0.0743, -0.1895, -0.1735, -0.1395, -0.3204, 0.1245, 0.0213, 0.0630, 0.0665, 0.0970, 0.1059, 0.1112, 0.1283, 0.1015, 0.0967, 0.1298, 0.1299, 0.1117, 0.1158, 0.1200, 0.1139, 0.1244, 0.1326